Record 1
{
  "formula": "H5NP2S2",
  "method": "the ωB97M-V functional and the def2-TZVPD basis",
  "smiles": "SPN=[PH2]S",
  "molar_mass_da": 145.13,
  "gap_ha": 0.335,
  "spin_multiplicity": 1,
  "charge": 0,
  "lumo_ev": 0.510,
  "elements": ["S", "S", "P", "P", "N", "H", "H", "H", "H", "H"],
  "xyz": [[-2.506, 1.152, 0.521], [2.475, 1.156, -0.509], [1.264, -0.306, 0.115], [-1.573, -0.483, -0.437], [0.008, 0.187, -0.680], [0.942, -0.210, 1.577], [1.191, 1.467, -0.972], [-1.951, -0.081, -1.752], [-3.268, 0.606, 1.467], [2.049, -1.563, -0.163]],
  "lowdin_charge": [0.2638, 0.4078, 0.2234, 0.3622, -0.7846, 0.0119, -0.1315, -0.1154, -0.2348, -0.0028]
}


Record 2
{
  "formula": "C6H14NOP",
  "method": "the ωB97M-V functional and the def2-TZVPD basis",
  "molar_mass_da": 147.16,
  "gap_ha": [0.263, 0.260],
  "spin_multiplicity": 1,
  "charge": 0,
  "lumo_ev": [0.257, 0.203],
  "elements": ["P", "O", "N", "C", "C", "C", "C", "C", "C", "H", "H", "H", "H", "H", "H", "H", "H", "H", "H", "H", "H", "H", "H"],
  "xyz": [[1.400, -1.740, -0.035], [-0.997, 0.937, 0.604], [0.901, -0.359, -0.785], [-1.472, -0.260, 0.232], [2.076, 0.999, 0.814], [-1.406, -1.283, 1.213], [-2.120, -0.177, -1.170], [1.224, 1.023, -0.384], [-0.250, 1.710, -0.200], [1.579, 0.367, 1.575], [3.009, 0.579, 0.543], [-2.285, -2.029, 1.370], [-0.184, 2.734, 0.300], [-0.474, -1.972, 1.016], [2.204, 1.989, 1.155], [-3.077, -0.680, -0.985], [-1.673, -0.652, -1.990], [-1.147, -1.003, 2.169], [1.370, -2.780, -1.263], [2.780, -1.414, -0.098], [-0.633, 1.660, -1.244], [1.549, 1.504, -1.283], [-2.372, 0.846, -1.556]],
  "lowdin_charge": [0.7019, -0.0788, -0.3534, -0.2923, -0.1178, -0.0846, -0.0151, -0.4282, -0.1697, 0.0804, 0.0468, 0.1294, 0.1543, -0.0064, 0.0647, 0.0809, 0.0588, 0.0583, -0.0528, -0.0994, 0.1081, 0.1174, 0.0975]
}


Record 3
{
  "formula": "C50H35CeCl5F5OP2SSi",
  "method": "the ωB97M-V functional and the def2-TZVPD basis",
  "molar_mass_da": 1186.30,
  "gap_ha": [0.257, 0.257],
  "spin_multiplicity": 2,
  "charge": 0,
  "lumo_ev": [-0.260, -0.238],
  "s_squared": 0.75,
  "elements": ["Ce", "Cl", "Cl", "Cl", "Cl", "Cl", "S", "P", "P", "Si", "F", "F", "F", "F", "F", "O", "C", "C", "C", "C", "C", "C", "C", "C", "C", "C", "C", "C", "C", "C", "C", "C", "C", "C", "C", "C", "C", "C", "C", "C", "C", "C", "C", "C", "C", "C", "C", "C", "C", "C", "C", "C", "C", "C", "C", "C", "C", "C", "C", "C", "C", "C", "C", "C", "C", "C", "H", "H", "H", "H", "H", "H", "H", "H", "H", "H", "H", "H", "H", "H", "H", "H", "H", "H", "H", "H", "H", "H", "H", "H", "H", "H", "H", "H", "H", "H", "H", "H", "H", "H", "H"],
  "xyz": [[-1.112, 1.090, -0.709], [-7.387, 2.439, -1.630], [-6.910, 5.115, -0.112], [-4.058, 5.786, 0.980], [-1.761, 3.754, 0.636], [-5.033, 0.493, -2.106], [-0.856, 3.222, -2.821], [1.026, -1.432, -0.929], [-0.272, 1.612, 2.653], [1.568, 1.719, -0.051], [-0.120, 3.136, -7.862], [-0.867, 0.297, -3.244], [-0.597, -1.003, -5.627], [-0.216, 0.417, -7.957], [-0.395, 4.449, -5.514], [-2.501, -0.950, -1.142], [2.958, -1.059, -2.925], [3.389, -1.762, 0.634], [2.300, -0.479, -1.846], [1.428, 0.910, 2.757], [3.457, -3.136, 2.604], [1.971, 0.468, 3.960], [2.051, -2.075, 0.450], [-0.938, -1.123, 2.187], [-1.547, 0.364, 6.401], [2.200, 3.547, 0.015], [-3.452, 2.146, -0.687], [-5.612, 4.014, -0.345], [-0.357, 1.055, -6.785], [-0.453, 3.113, -5.525], [-0.008, -4.097, -3.841], [-4.741, 1.950, -1.191], [-1.860, -2.154, 2.108], [2.134, -3.492, 2.400], [4.299, 0.903, -3.184], [2.625, 0.821, -1.421], [-2.736, 0.477, 2.012], [-1.075, 0.333, 5.103], [1.443, -2.973, 1.324], [4.171, 0.487, 3.011], [3.328, 0.225, 4.075], [0.936, -2.989, -1.912], [-1.829, 1.575, 7.014], [-3.211, -1.877, 1.967], [2.268, 1.106, 1.650], [-0.862, 1.521, 4.406], [-1.161, 2.731, 5.023], [3.958, -0.376, -3.592], [-1.642, 2.758, 6.321], [0.135, -2.970, -3.054], [-0.683, 1.022, -4.419], [-4.344, 4.307, 0.155], [-2.641, -2.363, -1.213], [1.420, -5.307, -2.347], [3.632, 0.912, 1.810], [4.090, -2.302, 1.700], [-3.647, -0.562, 1.910], [-0.310, 2.450, -6.728], [-3.328, 3.378, -0.022], [-0.653, 2.421, -4.308], [3.629, 1.485, -2.120], [-1.366, 0.202, 2.151], [0.630, -5.275, -3.484], [-0.544, 0.338, -5.610], [1.578, -4.175, -1.568], [-5.816, 2.818, -1.028], [-3.091, 1.499, 2.107], [3.887, 2.490, -1.826], [2.214, -4.221, -0.698], [0.113, -1.325, 2.352], [1.646, -4.178, 3.073], [-3.504, -2.694, -0.629], [-1.735, -2.797, -0.794], [5.137, -2.069, 1.823], [-4.702, -0.346, 1.832], [-1.021, 3.652, 4.474], [-1.529, -3.178, 2.202], [3.891, -1.105, -0.060], [3.995, -3.520, 3.458], [-2.745, -2.698, -2.250], [0.516, -6.163, -4.089], [1.925, -6.219, -2.064], [3.264, 3.627, 0.230], [1.336, 0.331, 4.825], [-2.211, 1.589, 8.023], [-0.614, -4.058, -4.734], [-1.703, -0.562, 6.936], [-3.331, -0.575, -1.517], [2.686, -2.053, -3.250], [1.997, 4.068, -0.916], [1.673, 4.079, 0.804], [4.459, -0.840, -4.428], [5.239, 0.361, 3.116], [3.731, -0.132, 5.011], [-3.924, -2.689, 1.944], [-1.874, 3.701, 6.792], [4.279, 1.114, 0.970], [5.087, 1.440, -3.691], [0.428, -3.283, 1.124], [-0.879, -0.618, 4.626], [-0.367, -2.056, -3.334]],
  "lowdin_charge": [0.5751, 0.6775, 0.6898, 0.6964, 0.7148, 0.7407, 0.6923, 1.1068, 1.0755, 0.5299, 0.1181, -0.0573, 0.1052, 0.1108, 0.0862, -0.2984, -0.0787, -0.0761, -0.3885, -0.3663, -0.0738, -0.0784, -0.3588, -0.1108, -0.0748, -0.2125, -0.2974, -0.7051, -0.1356, -0.2296, -0.0704, -0.6508, -0.0708, -0.0720, -0.0724, -0.2931, -0.1235, -0.0998, -0.1541, -0.0948, -0.0791, -0.3608, -0.0839, -0.0778, -0.3054, -0.3572, -0.0940, -0.0735, -0.0808, -0.1206, -0.1777, -0.7018, -0.0958, -0.0720, -0.1241, -0.0774, -0.0473, -0.1373, -0.6837, -0.5600, -0.0891, -0.4438, -0.0784, -0.1416, -0.0734, -0.7032, 0.1115, 0.0933, 0.1008, 0.0883, 0.1056, 0.0880, 0.0733, 0.1107, 0.1194, 0.0982, 0.1093, 0.1059, 0.1056, 0.0972, 0.1036, 0.1054, 0.0218, 0.0890, 0.1024, 0.1077, 0.1046, -0.0235, 0.0986, 0.0159, 0.0155, 0.1037, 0.1070, 0.1041, 0.1123, 0.1031, 0.1057, 0.1040, 0.0905, 0.1031, 0.0832]
}


Copy entry 2 word for word.
{
  "formula": "C6H14NOP",
  "method": "the ωB97M-V functional and the def2-TZVPD basis",
  "molar_mass_da": 147.16,
  "gap_ha": [0.263, 0.260],
  "spin_multiplicity": 1,
  "charge": 0,
  "lumo_ev": [0.257, 0.203],
  "elements": ["P", "O", "N", "C", "C", "C", "C", "C", "C", "H", "H", "H", "H", "H", "H", "H", "H", "H", "H", "H", "H", "H", "H"],
  "xyz": [[1.400, -1.740, -0.035], [-0.997, 0.937, 0.604], [0.901, -0.359, -0.785], [-1.472, -0.260, 0.232], [2.076, 0.999, 0.814], [-1.406, -1.283, 1.213], [-2.120, -0.177, -1.170], [1.224, 1.023, -0.384], [-0.250, 1.710, -0.200], [1.579, 0.367, 1.575], [3.009, 0.579, 0.543], [-2.285, -2.029, 1.370], [-0.184, 2.734, 0.300], [-0.474, -1.972, 1.016], [2.204, 1.989, 1.155], [-3.077, -0.680, -0.985], [-1.673, -0.652, -1.990], [-1.147, -1.003, 2.169], [1.370, -2.780, -1.263], [2.780, -1.414, -0.098], [-0.633, 1.660, -1.244], [1.549, 1.504, -1.283], [-2.372, 0.846, -1.556]],
  "lowdin_charge": [0.7019, -0.0788, -0.3534, -0.2923, -0.1178, -0.0846, -0.0151, -0.4282, -0.1697, 0.0804, 0.0468, 0.1294, 0.1543, -0.0064, 0.0647, 0.0809, 0.0588, 0.0583, -0.0528, -0.0994, 0.1081, 0.1174, 0.0975]
}